# 1
Density functional theory data (ωB97M-V/def2-TZVPD) for 6 unconnected molecules or ions with the total composition C20H56BFO22P5.

XYZ file:
```
105
Properties=species:S:1:pos:R:3:forces:R:3:lowdin_charge:R:1
C -0.0031 -5.0748 -6.4256 0.0832 0.0836 -0.0306 -0.08
C -0.3610 -3.6759 -5.9011 0.1411 -0.1011 0.0126 -0.19
C -1.7039 -3.1715 -6.3638 -0.1281 0.1561 -0.0761 -0.27
F -1.7160 -1.7547 -6.1713 -0.0439 -0.0552 -0.1018 -0.07
C -2.9067 -3.7287 -5.5954 -0.0737 0.2038 0.0813 -0.32
C -4.2113 -3.8363 -6.4314 -0.2359 0.0136 0.0163 -0.20
O -4.7030 -5.1278 -6.2338 0.0995 -0.0098 0.0364 -0.12
B -3.4864 -5.9481 -5.9372 -0.1603 0.2330 -0.1796 -0.60
O -2.6834 -5.0004 -5.0748 0.0276 -0.2379 0.0044 -0.10
H -0.8575 -5.5595 -6.8930 -0.0102 -0.0383 0.0519 0.04
H 0.8128 -5.0208 -7.1481 -0.0068 0.0058 -0.0803 0.06
H 0.3354 -5.7134 -5.6127 -0.0530 -0.0668 0.0233 0.07
H 0.3780 -2.9546 -6.2552 0.0526 0.0670 0.0898 0.09
H -0.3406 -3.6689 -4.8112 -0.0119 0.0807 0.0334 0.12
H -1.8291 -3.3003 -7.4428 0.0845 -0.0927 -0.0199 0.14
H -3.0708 -2.9941 -4.7914 0.1227 -0.1276 0.1736 0.14
H -4.0161 -3.6322 -7.4972 0.0937 -0.0360 -0.0369 0.11
H -4.9501 -3.1027 -6.0886 -0.0372 0.0432 -0.0588 0.11
H -3.7989 -6.9774 -5.3524 0.1384 -0.0008 0.0477 0.05
H -2.8616 -6.1627 -7.0043 -0.0919 -0.1076 0.1100 0.06
C 3.1265 -3.2783 -1.8097 -0.0913 0.0437 0.0849 -0.09
O 3.3248 -3.9684 -3.0562 0.0809 -0.0654 0.0419 -0.20
P 3.8956 -3.2289 -4.3177 -0.1671 0.0369 0.0155 0.32
O 4.2608 -4.1300 -5.4055 0.1060 -0.0813 -0.0716 -0.22
O 5.0951 -2.3092 -3.7937 0.0306 0.0276 0.0320 -0.23
C 6.3127 -2.9529 -3.4079 0.0091 0.0030 -0.0187 -0.10
O 2.7939 -2.1413 -4.6194 0.0764 0.0702 0.0299 -0.21
C 2.9535 -1.2829 -5.7546 -0.0946 -0.0167 -0.0467 -0.09
H 3.8665 -3.6199 -1.0902 0.0163 0.0041 -0.0158 0.08
H 3.2135 -2.2004 -1.9237 0.0096 -0.0010 -0.0210 0.08
H 2.1301 -3.5237 -1.4519 -0.0083 -0.0099 -0.0223 0.09
H 6.3588 -3.9724 -3.7912 0.0011 0.0050 -0.0198 0.08
H 6.3820 -2.9605 -2.3200 -0.0062 -0.0099 0.0039 0.09
H 7.1401 -2.3803 -3.8222 -0.0001 0.0133 0.0090 0.08
H 3.3638 -1.8374 -6.5985 -0.0006 -0.0135 0.0040 0.09
H 3.6076 -0.4491 -5.4987 0.0167 -0.0087 0.0085 0.08
H 1.9627 -0.9158 -6.0085 -0.0022 0.0077 0.0091 0.09
C 2.2724 -0.8695 4.1878 -0.0749 0.0202 0.0058 -0.09
O 2.7279 -1.5339 3.0044 0.0346 -0.0691 0.0651 -0.20
P 3.3720 -0.7178 1.8175 -0.1633 0.1107 0.0123 0.32
O 3.9152 -1.5783 0.7724 0.1209 -0.1368 -0.0690 -0.21
O 4.4325 0.2705 2.4851 0.0468 -0.0371 0.0456 -0.22
C 5.6890 -0.2728 2.9070 0.0493 0.0168 -0.0331 -0.09
O 2.2237 0.2800 1.4247 0.0408 0.0533 -0.0324 -0.20
C 2.4736 1.2462 0.3828 -0.0509 0.1197 -0.0806 -0.07
H 2.9564 -1.0948 5.0052 0.0136 0.0038 -0.0062 0.09
H 2.2111 0.2084 4.0453 -0.0050 0.0000 -0.0085 0.08
H 1.2845 -1.2582 4.4235 -0.0007 -0.0073 -0.0020 0.09
H 5.8688 -1.2478 2.4548 -0.0085 0.0074 -0.0217 0.08
H 5.6947 -0.3599 3.9935 -0.0105 -0.0097 0.0020 0.08
H 6.4714 0.4146 2.5939 -0.0079 0.0183 0.0102 0.09
H 3.0862 0.8108 -0.4063 -0.0132 -0.0615 0.0201 0.09
H 2.9710 2.1155 0.8091 0.0063 -0.0073 0.0216 0.09
H 1.5094 1.5463 -0.0136 -0.0230 -0.0006 0.0575 0.08
C -6.6607 -6.6733 0.6906 0.0686 0.0050 0.0225 -0.11
O -7.2838 -5.5316 0.1031 -0.0719 0.0070 0.0672 -0.21
P -7.1663 -5.2828 -1.4634 0.0923 -0.1018 0.0359 0.32
O -8.0097 -4.1723 -1.8942 -0.1048 0.0871 0.0096 -0.23
O -7.5222 -6.6873 -2.1364 -0.0393 -0.0011 0.0404 -0.22
C -8.8955 -7.0604 -2.2465 -0.0455 -0.0048 -0.0922 -0.10
O -5.6218 -5.2103 -1.6721 0.0771 0.0514 -0.1677 -0.21
C -5.0813 -5.1423 -3.0329 0.0336 -0.0233 -0.0748 -0.03
H -7.4288 -7.3933 0.9751 -0.0034 -0.0029 -0.0140 0.08
H -5.9555 -7.1433 0.0067 0.0067 0.0023 0.0060 0.08
H -6.1284 -6.3423 1.5805 -0.0023 -0.0008 0.0037 0.09
H -9.5505 -6.1997 -2.1117 0.0193 0.0140 -0.0102 0.08
H -9.1239 -7.8220 -1.4991 0.0036 0.0105 0.0104 0.08
H -9.0501 -7.4721 -3.2417 0.0174 -0.0182 0.0043 0.09
H -5.7110 -4.5262 -3.6700 -0.0378 0.0216 0.0377 0.09
H -5.0122 -6.1427 -3.4470 -0.0133 -0.0312 -0.0119 0.08
H -4.0886 -4.7146 -2.9671 0.0234 -0.0041 0.0460 0.09
C 0.7327 5.9279 3.8669 0.0435 0.0501 0.1126 -0.08
O 0.9076 5.0519 2.7414 0.0314 0.0374 -0.0059 -0.20
P -0.3068 4.2634 2.1269 -0.0459 -0.0650 0.1109 0.32
O 0.0117 3.6019 0.8669 0.1147 -0.0113 -0.1514 -0.21
O -1.5244 5.2897 2.0539 0.0312 0.0684 -0.0029 -0.22
C -1.5101 6.2796 1.0156 -0.0405 -0.0094 -0.0535 -0.08
O -0.7659 3.3366 3.3208 -0.0818 0.0091 0.0236 -0.21
C -1.8789 2.4540 3.0969 0.0199 -0.0606 0.0117 -0.08
H 0.8252 6.9578 3.5269 -0.0006 -0.0006 -0.0144 0.09
H -0.2374 5.7818 4.3396 -0.0039 -0.0242 -0.0104 0.09
H 1.5229 5.7257 4.5840 0.0265 -0.0119 -0.0296 0.08
H -0.8001 6.0178 0.2317 -0.0098 -0.0239 -0.0019 0.09
H -1.2491 7.2453 1.4479 0.0129 -0.0040 0.0058 0.08
H -2.5087 6.3282 0.5887 -0.0098 0.0020 0.0172 0.09
H -1.8354 2.0296 2.0947 0.0117 0.0014 -0.0047 0.09
H -2.8129 2.9969 3.2348 0.0011 0.0141 -0.0111 0.09
H -1.8003 1.6576 3.8312 -0.0043 0.0092 0.0134 0.09
C 1.7580 8.2031 9.6250 -0.0699 0.0091 0.0200 -0.08
O 1.9917 7.6990 8.3036 0.0457 -0.0540 0.0379 -0.20
P 2.4401 8.6498 7.1311 -0.0963 0.0878 0.0136 0.32
O 2.8295 7.9288 5.9250 0.0333 -0.1274 -0.0857 -0.22
O 3.5553 9.6159 7.7293 0.0403 -0.0480 0.0639 -0.22
C 4.8721 9.0820 7.9401 0.0504 0.0166 -0.0448 -0.08
O 1.2186 9.6438 7.0066 0.0157 0.0837 -0.0014 -0.21
C 1.2913 10.6844 6.0185 -0.0523 -0.0029 -0.0163 -0.08
H 2.5639 7.8686 10.2761 0.0114 0.0013 -0.0081 0.09
H 1.7034 9.2905 9.6356 -0.0032 0.0023 -0.0102 0.09
H 0.8146 7.7899 9.9724 -0.0017 -0.0050 -0.0041 0.09
H 5.0109 8.1500 7.3933 -0.0105 0.0092 -0.0207 0.09
H 5.0221 8.9159 9.0061 -0.0121 -0.0086 0.0023 0.09
H 5.5889 9.8160 7.5811 -0.0077 0.0166 0.0101 0.09
H 1.7553 10.3129 5.1054 -0.0001 -0.0115 -0.0013 0.09
H 1.8593 11.5264 6.4114 0.0175 -0.0062 0.0051 0.09
H 0.2703 10.9908 5.8104 -0.0021 0.0068 0.0114 0.09
```
Forces are in eV/Å.

Values from the calculation:
Largest force on an atom (eV Å⁻¹): 0.3
Frontier orbital gap (eV): 5.53
Relative energy (zero: lowest compared OMol25 entry of this formula, charge and spin) (kJ/mol): 0.00
HOMO (eV): -4.247
Charge: -1

# 2
Density functional theory data (ωB97M-V/def2-TZVPD) for a molecular structure, C3H13BrNbSiYb at a distorted geometry.

XYZ file:
```
20
Properties=species:S:1:pos:R:3:forces:R:3:lowdin_charge:R:1
C -0.7256 1.7133 -1.1518 -0.5419 -0.0808 0.0712 -0.23
Si -0.1012 0.3335 -0.0581 1.7677 -0.9952 -0.2563 0.32
C -1.5018 -1.0274 -0.0815 -0.2174 0.8907 0.1449 -0.35
C -0.1099 0.8819 1.7857 -1.5339 0.0364 -0.2026 -0.29
Nb 2.1273 -0.9196 -0.8092 1.0876 0.5684 -1.3328 0.41
Br 2.9385 0.4133 -2.7401 -0.2098 -0.2076 0.3143 -0.08
H -0.4075 2.6986 -0.8132 0.0924 0.0162 -0.0672 0.04
H -1.8206 1.7072 -1.2101 -0.0081 0.1642 0.0502 0.02
H -0.3699 1.5431 -2.1682 0.1240 0.0876 0.0330 0.02
H -2.4954 -0.5411 -0.1579 -0.3954 -0.3110 0.0963 0.02
H -1.3093 -1.7217 -0.8925 -0.2613 -0.0038 -0.0441 0.02
H -1.3246 -1.5769 0.8351 0.7997 -1.1508 -0.4177 -0.10
H -0.1946 0.0063 2.4489 0.3617 -0.3932 0.3083 -0.03
H -0.9559 1.5635 2.0207 0.1271 0.1341 0.1014 0.02
H 0.8167 1.3750 2.0699 -0.0295 -0.0185 0.1018 0.03
H 0.6800 -1.5778 -1.7240 0.1714 0.6586 0.6512 -0.09
H 3.2468 -2.3312 -0.6643 -0.5790 -0.0751 0.5307 -0.12
H 2.6227 0.2973 0.4609 -0.9127 -0.2177 -0.2916 -0.09
H 1.3647 -1.8524 0.5456 -0.1866 -0.1245 0.1547 -0.16
Yb -2.4803 -0.9848 2.3039 0.3441 1.0219 0.0542 1.64
```
Forces are in eV/Å.

Values from the calculation:
Largest force on an atom (eV Å⁻¹): 2.0
Frontier orbital gap (eV): 3.70
HOMO (eV): -10.576
Charge: +1

# 3
Density functional theory data (ωB97M-V/def2-TZVPD) for 2 unconnected molecules or ions with the total composition C8H5F3O2S at a distorted geometry.

XYZ file:
```
19
Properties=species:S:1:pos:R:3:forces:R:3:lowdin_charge:R:1
O -1.1286 -2.9919 2.0056 -0.9410 -0.4663 0.5504 0.12
C -0.9597 -1.8200 2.1497 0.7578 -0.7745 -1.1480 -0.15
C -2.0527 -0.7838 2.1219 0.2781 2.1342 -1.1137 -0.61
F -3.1540 -1.1349 1.5270 -1.0570 -1.1219 -0.1674 0.20
F -1.6546 0.3404 1.4258 0.4807 -0.7612 0.5743 0.11
F -2.3041 -0.3846 3.3492 -0.3108 0.1481 1.1765 0.18
H 0.0558 -1.4610 2.1246 0.5088 0.9668 0.6592 0.12
O 0.6724 -3.2939 0.0282 1.1750 1.2752 1.3905 0.04
C 0.6776 -1.9617 -0.1465 -0.0352 -1.5889 -0.6272 -0.15
C 0.6194 -0.8178 -0.5091 0.5349 -1.4988 0.9493 0.01
C 0.6717 0.5524 -0.7431 1.4351 0.8209 0.4452 -0.37
C -0.4417 1.2259 -1.2554 0.2693 -0.6976 -0.9037 -0.16
C -0.1575 2.5074 -1.5230 0.7189 -0.5897 0.7834 -0.41
S 1.4337 2.9493 -1.0646 -0.4267 0.3140 -0.0622 1.01
C 1.7884 1.3706 -0.5353 -2.7064 -0.3372 -0.9656 -0.34
H 1.1477 -3.4527 0.9021 -0.9735 -0.0507 -1.5404 0.15
H -1.3125 0.7025 -1.6472 0.0025 0.2686 0.5362 0.13
H -0.9507 3.0274 -1.9121 -0.9718 2.3107 -1.0288 0.05
H 2.7251 1.0981 -0.1702 1.2613 -0.3517 0.4920 0.06
```
Forces are in eV/Å.

Values from the calculation:
Largest force on an atom (eV Å⁻¹): 2.9
SMILES: O=CC(F)(F)F.OC#Cc1ccsc1
Frontier orbital gap (eV): 8.59
Relative energy (zero: lowest compared OMol25 entry of this formula, charge and spin) (kJ/mol): 24.11
HOMO (eV): -8.430

# 4
Density functional theory data (ωB97M-V/def2-TZVPD) for a gas-phase ion, CH4BrN2O (charge +1) at a distorted geometry.

XYZ file:
```
9
Properties=species:S:1:pos:R:3:forces:R:3:lowdin_charge:R:1
N 0.4153 1.7204 0.1731 -5.1225 -4.7960 1.9343 0.13
C -0.4470 0.2506 0.1311 5.1324 5.0476 -0.6830 -0.66
Br -2.1154 0.1956 0.6848 -1.0064 -0.0167 0.2324 1.09
N 0.3005 -0.7853 -0.2085 -2.0175 -1.1235 0.9153 0.01
O -0.2995 -2.0096 0.1910 0.5045 1.1437 0.7246 -0.01
H -0.1175 2.6001 0.0905 0.1464 -1.0687 -0.3256 0.10
H 1.1905 1.5571 -0.3640 2.2499 0.2137 -1.8134 0.02
H 1.3225 -0.8133 -0.2358 -0.3049 0.3219 -0.0719 0.19
H -0.2495 -2.7155 -0.4622 0.4181 0.2781 -0.9127 0.14
```
Forces are in eV/Å.

Values from the calculation:
Largest force on an atom (eV Å⁻¹): 7.3
SMILES: N/C(Br)=[NH+]/O
Frontier orbital gap (eV): 10.25
Relative energy (zero: lowest compared OMol25 entry of this formula, charge and spin) (kJ/mol): 153.32
HOMO (eV): -15.554
Charge: +1

Please write out number 4 again, unchanged.
Density functional theory data (ωB97M-V/def2-TZVPD) for a gas-phase ion, CH4BrN2O (charge +1) at a distorted geometry.

XYZ file:
```
9
Properties=species:S:1:pos:R:3:forces:R:3:lowdin_charge:R:1
N 0.4153 1.7204 0.1731 -5.1225 -4.7960 1.9343 0.13
C -0.4470 0.2506 0.1311 5.1324 5.0476 -0.6830 -0.66
Br -2.1154 0.1956 0.6848 -1.0064 -0.0167 0.2324 1.09
N 0.3005 -0.7853 -0.2085 -2.0175 -1.1235 0.9153 0.01
O -0.2995 -2.0096 0.1910 0.5045 1.1437 0.7246 -0.01
H -0.1175 2.6001 0.0905 0.1464 -1.0687 -0.3256 0.10
H 1.1905 1.5571 -0.3640 2.2499 0.2137 -1.8134 0.02
H 1.3225 -0.8133 -0.2358 -0.3049 0.3219 -0.0719 0.19
H -0.2495 -2.7155 -0.4622 0.4181 0.2781 -0.9127 0.14
```
Forces are in eV/Å.

Values from the calculation:
Largest force on an atom (eV Å⁻¹): 7.3
SMILES: N/C(Br)=[NH+]/O
Frontier orbital gap (eV): 10.25
Relative energy (zero: lowest compared OMol25 entry of this formula, charge and spin) (kJ/mol): 153.32
HOMO (eV): -15.554
Charge: +1

Among the records above, which one has the highest frontier orbital gap?
CH4BrN2O

Which of these has the highest frontier orbital gap?
CH4BrN2O